[1]
{
  "formula": "C46H47BBrCl3N8O8SZr",
  "method": "ωB97M-V/def2-TZVPD",
  "orbital_gap_ev": 8.9572,
  "homo_energy_ev": -8.7,
  "de_lowest_ev": 0.0000,
  "fmax_ev_per_a": 3.18,
  "total_energy_ev": -197176.4183,
  "species": ["C", "N", "H", "C", "H", "H", "C", "C", "N", "C", "C", "C", "C", "Cl", "O", "C", "H", "H", "C", "H", "H", "C", "H", "C", "C", "O", "C", "C", "N", "C", "N", "H", "C", "N", "N", "C", "C", "C", "H", "H", "B", "C", "H", "N", "H", "N", "C", "H", "H", "O", "H", "H", "C", "H", "O", "H", "O", "H", "H", "Zr", "C", "C", "C", "Cl", "C", "H", "H", "H", "H", "H", "C", "C", "C", "H", "H", "H", "S", "C", "C", "H", "H", "C", "H", "H", "C", "C", "H", "O", "C", "C", "H", "Br", "H", "C", "C", "C", "H", "H", "C", "H", "H", "H", "H", "C", "Cl", "O", "H", "H", "C", "H", "C", "H", "O", "C", "C", "H"],
  "positions_angstrom": [[4.344, -0.110, -0.816], [3.176, -0.392, 0.050], [3.788, 5.201, -2.013], [5.537, 2.536, -3.152], [-2.734, -4.175, 0.628], [1.792, -3.014, -0.245], [0.769, 3.050, 0.369], [-1.394, 1.875, -4.122], [-3.648, 0.169, -0.999], [-3.755, -3.166, 2.220], [2.744, -4.053, -3.596], [-4.494, -5.252, 1.339], [-0.310, -2.731, -0.655], [2.184, -5.658, -3.916], [-1.666, -2.290, 1.620], [-0.929, -3.486, -1.651], [-2.921, -3.971, -3.454], [0.863, 4.837, 5.529], [2.166, -0.891, 1.955], [-0.772, -4.563, -1.819], [5.101, -0.794, -0.501], [-4.907, 0.535, -1.216], [-3.781, -2.454, -3.188], [-1.171, 2.742, 2.939], [-4.428, 1.777, 2.247], [-2.929, -0.878, 2.630], [0.795, -3.312, 0.180], [-1.034, 1.888, -2.673], [-0.870, -1.509, -0.619], [1.882, -2.970, -3.691], [-3.261, 0.432, 0.309], [1.881, -1.203, 2.958], [-0.185, 2.811, -2.040], [1.211, -0.442, 1.053], [-1.857, -1.495, -1.553], [-3.575, -4.173, 1.300], [1.631, 4.357, 4.947], [0.356, 0.125, 4.370], [-0.988, 2.788, -4.547], [1.036, 2.375, 1.183], [-2.445, -0.126, -1.918], [-0.211, 2.787, 4.099], [0.823, -3.087, -4.001], [-0.801, 1.284, -0.527], [1.630, 3.031, 6.713], [-1.419, 0.987, -1.745], [6.582, 3.099, -2.505], [1.362, 0.057, -0.993], [-5.504, 1.962, 2.367], [0.930, -0.681, 5.081], [-2.367, -2.523, -4.253], [-5.789, -0.672, -2.755], [4.183, -0.172, -2.344], [0.000, 1.505, 5.795], [5.484, 0.047, -2.837], [4.649, 0.914, -0.552], [1.977, 2.635, 3.489], [-6.608, 0.812, -2.490], [3.284, 3.198, 6.059], [-1.140, -0.106, 1.385], [-2.784, -2.008, 2.160], [-5.409, 1.088, -0.063], [5.571, 1.169, -3.770], [1.321, -0.417, -3.723], [-5.785, -4.112, 3.023], [-4.961, -2.168, 3.606], [-4.035, 1.205, 3.080], [-6.696, -4.034, 3.623], [0.227, 3.696, -2.487], [-4.437, -6.079, 0.633], [1.909, 2.016, 4.779], [0.440, 1.574, 4.824], [2.172, 3.157, 5.763], [4.853, 1.051, -4.539], [0.759, -2.963, 1.211], [3.504, 0.625, -2.768], [6.179, 4.610, -1.741], [3.632, -1.513, -2.818], [4.557, 4.488, -2.278], [0.722, -4.411, 0.179], [4.367, -0.994, 1.789], [2.379, -1.718, -3.363], [-3.852, 2.693, 2.123], [3.376, 3.184, -3.433], [-2.790, -2.917, -3.328], [1.033, 3.627, 3.754], [-6.403, 1.482, 0.133], [-0.221, -0.241, 3.239], [3.419, -0.825, 1.358], [-1.889, -2.660, -2.230], [-0.804, 3.347, 4.858], [-6.918, -6.617, 2.181], [0.866, 4.249, 2.903], [4.058, -3.870, -3.119], [-0.090, 2.415, -0.704], [-4.854, -3.078, 3.023], [6.566, 1.078, -4.261], [2.457, 5.033, 4.625], [-4.336, 1.045, 0.897], [0.189, 3.883, 0.717], [-5.089, 0.798, -3.351], [-2.493, 1.873, -4.220], [5.430, -2.518, -2.231], [4.358, 3.363, -3.022], [8.129, 2.399, -2.415], [-1.314, 1.714, 2.118], [1.717, 3.399, -0.057], [2.545, 1.210, 4.819], [-5.627, 0.363, -2.525], [-2.739, -0.071, -3.065], [4.470, -2.626, -2.695], [-1.023, 0.987, -4.626], [-1.906, 3.709, 2.811], [1.853, -0.198, -0.099], [-5.579, -5.210, 2.234], [4.709, -4.751, -2.962]],
  "mulliken_charge": [-1.47, 0.57, 0.43, 0.16, 0.41, -0.08, -1.07, -1.58, -0.16, 0.02, 0.34, -0.68, 0.53, -0.23, -0.56, -1.04, 0.54, 0.40, -1.35, 0.41, 0.30, 0.75, 0.18, -0.41, -1.52, -0.47, -1.68, 0.81, 2.72, -0.89, 1.82, 0.84, -1.73, 3.12, 0.19, -0.22, -0.92, -0.44, 0.42, -0.37, -1.14, 0.53, 0.39, 1.43, 0.33, -0.05, 0.65, 0.37, 0.50, -0.70, 0.20, 0.27, 0.62, 0.65, -0.34, 0.25, -0.54, 0.41, 0.28, 0.51, 1.14, -1.41, -1.20, -0.13, -0.61, 0.52, 0.27, 0.40, 0.69, 0.43, -0.47, 0.02, -0.90, 0.34, 0.14, 0.33, -0.19, -0.28, -0.44, 0.58, 0.64, 1.39, 0.20, 0.42, -1.64, -0.34, 0.46, -0.46, -1.51, 0.26, 0.58, -0.21, 0.74, -0.86, 0.38, -0.37, 0.61, 0.33, 0.34, 0.48, 0.21, 0.30, 0.46, -0.41, -0.20, -0.86, 0.37, 1.00, -1.46, -0.14, -0.62, 0.22, -0.71, -1.90, 0.01, 0.36]
}



[2]
{
  "formula": "C46H47FI2KN9O2SSi",
  "method": "ωB97M-V/def2-TZVPD",
  "orbital_gap_ev": 3.8103,
  "homo_energy_ev": -0.6,
  "charge": -2,
  "de_lowest_ev": 7.0788,
  "fmax_ev_per_a": 6.36,
  "total_energy_ev": -119920.0794,
  "species": ["H", "C", "H", "C", "C", "H", "N", "H", "H", "H", "H", "C", "H", "N", "H", "H", "H", "H", "C", "C", "H", "C", "H", "H", "C", "C", "H", "H", "C", "C", "N", "C", "C", "C", "C", "C", "H", "H", "H", "N", "C", "C", "C", "C", "C", "H", "C", "C", "H", "H", "H", "H", "C", "O", "H", "C", "H", "N", "C", "F", "H", "N", "C", "H", "H", "H", "H", "N", "C", "C", "C", "I", "C", "C", "C", "H", "C", "N", "O", "C", "H", "C", "I", "H", "H", "C", "C", "C", "H", "H", "C", "C", "H", "N", "H", "H", "K", "H", "H", "C", "C", "H", "C", "H", "S", "H", "H", "C", "C", "Si"],
  "positions_angstrom": [[4.238, -4.157, 4.522], [2.322, 4.894, 3.285], [-5.153, -2.132, -0.990], [-4.717, -1.656, -3.385], [3.667, -0.038, -1.669], [3.999, 4.044, 4.326], [-0.971, -2.027, -3.031], [-4.940, -2.709, 2.374], [0.353, 2.122, -1.562], [-2.931, 0.065, 5.230], [1.045, -1.596, -5.683], [1.443, -2.429, 2.590], [4.404, -0.957, 5.147], [1.481, 3.736, -1.190], [0.842, 4.373, -0.720], [-1.157, -1.002, -6.746], [-4.508, 1.098, -3.621], [2.587, 5.919, 3.519], [2.767, 2.533, 3.424], [2.768, -0.488, 1.935], [5.277, 2.761, -2.706], [-2.243, -1.339, -4.929], [1.800, 1.788, -0.932], [-2.183, 1.902, -0.743], [0.313, 0.339, -5.905], [-1.155, -0.393, 6.351], [-0.218, -4.851, 2.242], [-2.423, 1.872, -2.582], [4.072, 1.406, 0.188], [1.346, 2.059, -4.054], [-4.202, -2.283, -0.676], [-1.095, -1.293, -5.704], [-2.149, -1.716, -3.588], [5.069, -1.785, 3.523], [-0.061, -4.343, 3.199], [-3.373, -1.825, -2.737], [0.174, 0.616, 1.174], [-0.127, -5.081, 3.998], [3.404, 1.731, 3.789], [0.996, 2.403, -0.827], [-6.654, -0.135, -1.328], [0.226, -0.514, 6.299], [3.722, -2.422, 3.362], [-4.057, 1.082, -1.487], [-4.885, 0.809, -2.643], [0.781, -0.805, 7.184], [-2.813, 1.666, -1.590], [1.640, 2.229, 2.655], [3.615, 0.091, 2.316], [-6.733, 0.088, -3.455], [-5.672, -3.378, 0.989], [-0.861, -3.606, 3.291], [-1.169, 0.206, 4.020], [5.053, -0.711, 4.480], [5.798, -2.541, 3.839], [4.692, 2.291, -0.668], [5.413, -1.348, 2.585], [0.447, 1.157, -3.669], [2.700, -1.807, 2.649], [-7.925, -0.701, -1.247], [1.575, 1.317, -7.352], [2.844, -0.726, 0.482], [-3.974, -2.284, 0.676], [-6.337, -0.178, 0.793], [-4.972, -2.532, -3.989], [3.964, 1.689, 1.224], [-4.123, 0.845, 0.679], [-5.097, -2.649, 1.381], [-0.056, 0.321, -4.569], [3.111, 3.844, 3.735], [-5.923, 0.107, -0.169], [2.897, -1.803, -2.503], [0.117, -1.621, -5.128], [0.220, 0.088, 3.945], [-1.851, -0.027, 5.206], [5.076, 3.218, -0.251], [3.453, -3.648, 3.965], [-3.161, -2.105, -1.512], [0.484, -1.801, 1.967], [1.278, -3.671, 3.244], [-1.687, -0.587, 7.276], [1.252, 1.270, -6.320], [3.206, 3.552, -5.910], [4.338, 0.623, -3.576], [1.982, -0.370, 5.089], [4.811, 2.050, -2.037], [1.189, 4.617, 2.530], [0.859, 3.303, 2.222], [-1.735, 0.470, 3.133], [-0.010, 3.104, 1.604], [-4.678, 0.691, -0.240], [0.117, -1.979, -3.786], [-4.720, -0.780, -4.029], [2.270, -4.261, 3.907], [1.045, -2.245, -3.293], [-3.196, -1.082, -5.364], [0.282, -1.491, -0.285], [2.346, 3.840, -0.665], [-0.784, -0.396, -4.202], [1.770, 2.139, -5.375], [3.498, 0.156, -0.252], [-0.119, -0.366, -6.603], [-6.142, 0.245, -2.557], [1.736, 2.725, -3.288], [-2.583, -1.785, 1.366], [0.563, 5.429, 2.175], [-5.509, -1.463, -2.665], [0.901, -0.270, 5.109], [4.280, 0.856, -2.518], [1.110, 0.408, 2.308]],
  "mulliken_charge": [0.32, -0.51, 0.45, -2.14, 0.65, 0.42, -0.53, 0.24, 0.06, 0.41, 0.60, 0.11, 0.40, -0.65, 0.27, 0.38, 0.43, 0.34, -0.14, 0.89, 0.36, -0.43, -0.70, 0.07, -0.20, -0.49, 0.19, 0.06, -0.14, -0.22, -0.34, -0.63, 1.66, -0.81, -1.05, 0.56, -0.20, 0.38, 0.23, 0.80, 0.56, -0.70, 0.81, 1.24, -0.60, 0.37, -1.78, 0.75, 1.31, 0.41, 0.21, 0.16, -0.70, -0.59, 0.41, -1.09, 0.31, 0.17, -1.08, -0.46, 0.40, -0.61, -0.54, 0.32, 0.42, 0.31, 0.45, -0.33, 0.35, -0.68, -0.44, 0.01, -1.02, 0.95, -0.61, 0.36, -1.00, -0.23, -0.87, 0.76, 0.33, -1.25, 0.03, 0.38, 0.13, -0.57, -0.52, -0.44, 0.41, 0.29, -0.64, 0.59, 0.24, -0.78, 0.04, 0.45, 0.90, 0.17, -0.36, -0.20, -0.11, 0.29, -0.31, 0.44, 0.07, 0.42, 0.44, -0.11, -0.61, -0.49]
}